DFT (ωB97M-V/def2-TZVPD) results for a 5-piece molecular cluster, C4H15NO4 overall in a non-equilibrium geometry.

As for the multiplicity: 2. The total charge is +1. The energy above the lowest of the compared OMol25 structures with the same formula, charge and spin comes out at 1.7728 eV.

Bonds (Å) are listed after each position.
Geometry (Å):
1 O 1.89161 -3.34285 0.43735  H11 0.914, H22 0.921
2 O -2.76979 1.04066 1.00896  H19 0.986, H21 0.945
3 O -2.04696 2.03596 -1.49046  H12 0.997, H17 0.928
4 O 2.02947 2.76464 -0.40739  H10 0.954, H15 0.953
5 N 1.59264 -0.77455 -0.71254  C8 1.444, H23 0.969, H24 0.943
6 C -1.38240 -1.14585 -1.10980  C9 1.304, H14 1.076, H18 1.145
7 C 0.96627 0.13361 1.38101  C8 1.343, H13 1.061, H16 1.059
8 C 0.57548 -0.53738 0.28480  N5 1.444, C7 1.343, C9 1.540
9 C -0.89177 -0.95897 0.08403  C6 1.304, C8 1.540, H20 1.057
10 H 2.44013 2.91248 0.44108  O4 0.954
11 H 2.46850 -2.70280 0.74149  O1 0.914
12 H -1.29179 2.60397 -1.17165  O3 0.997
13 H 0.23539 0.31113 2.12897  C7 1.061
14 H -2.39634 -1.45596 -1.29346  C6 1.076
15 H 2.10392 1.85379 -0.67741  O4 0.953
16 H 1.93833 0.53634 1.50332  C7 1.059
17 H -2.02523 1.26891 -0.96826  O3 0.928
18 H -0.75194 -0.99721 -2.05386  C6 1.145
19 H -3.63829 1.25506 0.59497  O2 0.986
20 H -1.36009 -1.15144 1.01234  C9 1.057
21 H -2.44610 1.57870 1.71579  O2 0.945
22 H 1.00769 -3.27389 0.68511  O1 0.921
23 H 2.37766 -1.30615 -0.51313  N5 0.969
24 H 1.37360 -0.64819 -1.62125  N5 0.943